(1)
DFT (ωB97M-V/def2-TZVPD) results for C4H14N3P as an isolated structure in a non-equilibrium geometry.

Atoms and positions in Å:
C1 1.407 0.838 -0.970
C2 -0.181 -1.600 -2.219
C3 0.223 1.323 2.110
C4 -1.944 0.513 1.390
N1 1.657 -0.394 -0.334
N2 -0.506 -1.624 -0.842
N3 -0.582 0.615 1.094
P1 0.452 -1.306 0.507
H1 1.475 1.743 -0.411
H2 2.051 1.008 -1.887
H3 0.319 0.558 -1.230
H4 0.974 -1.245 -2.189
H5 -0.228 -2.559 -2.822
H6 -0.795 -0.959 -2.851
H7 0.590 2.242 1.637
H8 -0.304 1.534 3.080
H9 1.122 0.580 2.064
H10 -2.375 1.521 1.423
H11 -2.414 -0.058 0.611
H12 -2.131 -0.070 2.262
H13 2.550 -0.427 0.231
H14 -1.360 -2.231 -0.653

Properties
- Kohn-Sham gap (eV) = 7.979
- total energy (eV) = -18131.18324
- lowest unoccupied orbital energy (eV) = 0.9
- net charge = 0

=====

(2)
DFT (ωB97M-V/def2-TZVPD) results for a 2-piece molecular cluster, C5H15NOS overall in a non-equilibrium geometry.

Atoms and positions in Å:
C1 1.852 -0.240 -0.726
C2 0.901 -1.284 -1.416
S1 0.607 -0.745 -3.118
C3 1.081 0.902 -0.100
N1 -0.141 0.396 0.570
C4 -1.019 1.586 0.593
C5 -0.046 -0.119 1.940
H1 2.508 -0.771 -0.024
H2 2.614 -0.121 -1.520
H3 0.075 -1.436 -0.724
H4 1.349 -2.292 -1.355
H5 -0.667 -0.497 -2.945
H6 1.750 1.227 0.725
H7 0.949 1.784 -0.729
H8 -1.719 1.736 1.420
H9 -1.662 1.765 -0.297
H10 -0.403 2.510 0.586
H11 0.653 -0.958 2.001
H12 -1.063 -0.421 2.172
H13 0.268 0.643 2.666
H14 -2.919 -0.662 0.621
H15 -2.700 -1.830 -0.451
O1 -2.268 -1.172 0.111

Properties
- Kohn-Sham gap (spin up / spin down) (eV) = 2.347 / 8.459
- total energy (eV) = -19798.36964
- lowest unoccupied orbital energy (spin up / spin down) (eV) = 3.2 / 3.3
- spin multiplicity = 2
- net charge = -1

=====

(3)
DFT (ωB97M-V/def2-TZVPD) results for CH5IN2S as an isolated structure in a non-equilibrium geometry.

Atoms and positions in Å:
C1 0.038 -0.772 0.223
N1 -0.465 0.661 0.638
N2 0.876 -0.632 -0.877
S1 -1.553 1.352 -0.440
I1 2.833 -0.195 -0.212
H1 0.554 -1.205 1.036
H2 -0.682 -1.529 0.017
H3 0.152 1.414 0.837
H4 0.718 -0.873 -1.815
H5 -2.471 1.777 0.592

Properties
- Kohn-Sham gap (eV) = 8.143
- total energy (eV) = -23031.64161
- lowest unoccupied orbital energy (eV) = -0.5
- net charge = 0

=====

(4)
DFT (ωB97M-V/def2-TZVPD) results for a 2-piece molecular cluster, H4N2O2S overall in a non-equilibrium geometry.

Atoms and positions in Å:
N1 1.208 -0.614 0.838
N2 1.453 -0.523 2.070
O1 -1.977 -0.092 -2.067
O2 -0.031 0.939 -0.669
S1 -1.565 0.951 -0.828
H1 2.126 -0.799 0.424
H2 0.592 -0.359 2.563
H3 -2.451 0.446 -2.644
H4 0.645 0.051 0.313

Properties
- Kohn-Sham gap (spin up / spin down) (eV) = 4.744 / 9.623
- total energy (eV) = -17971.15070
- lowest unoccupied orbital energy (spin up / spin down) (eV) = -2.0 / 0.4
- net charge = 0

=====

> What is the total energy in the first record?

-18131.18324 eV